This record from the OMol25 dataset describes an isolated molecule of C3H5NO2. The level of theory is ωB97M-V/def2-TZVPD.

The geometry in ORCA input format:
```
! RIJCOSX wB97M-V def2-TZVPD def2/J DEFGRID3
* xyz 0 1
N -1.24 -0.78 0.49
C -1.42 0.08 -0.42
O -0.40 0.74 -0.95
C 0.90 0.32 -0.51
C 1.11 -0.02 0.97
O 1.34 0.83 1.80
H -2.10 -1.17 0.85
H -2.37 0.40 -0.87
H 1.54 1.17 -0.74
H 1.19 -0.55 -1.10
H 1.18 -1.10 1.21
*
```

Output
**Relative energy (zero: lowest compared OMol25 entry of this formula, charge and spin)**: 171.0 kJ/mol
**Highest occupied orbital energy**: -9.723 eV
**Orbital gap**: 10.59 eV
**E_LUMO**: 0.9 eV

Results of the Löwdin charge analysis, in e, for atoms 1 through 5:
1 N 0.128
2 C -0.293
3 O -0.048
4 C -0.130
5 C -0.279

This record from the OMol25 dataset describes an isolated molecule of C6H10N2. The level of theory is ωB97M-V/def2-TZVPD.

The geometry in ORCA input format:
```
! RIJCOSX wB97M-V def2-TZVPD def2/J DEFGRID3
* xyz 0 1
C 0.20 2.61 -0.03
C 0.15 1.16 -0.09
C 0.38 -0.80 -0.82
C -0.16 -2.11 -1.10
C -0.67 -1.36 0.14
C -0.18 -0.84 1.48
H 0.67 3.03 -0.99
H -0.98 2.80 0.07
H 0.85 2.99 0.80
H 1.35 -0.97 -0.32
H 0.63 -2.85 -1.12
H -0.95 -2.12 -1.75
H -1.58 -0.82 -0.12
H 0.62 -1.33 2.01
H -0.96 -0.91 2.23
H 0.15 1.09 1.98
N 0.08 0.51 -1.23
N 0.19 0.51 1.19
*
```

Output
**Relative energy (zero: lowest compared OMol25 entry of this formula, charge and spin)**: 332.6 kJ/mol
**Highest occupied orbital energy**: -7.970 eV
**Orbital gap**: 8.93 eV
**E_LUMO**: 1.0 eV

Results of the Löwdin charge analysis, in e, for atoms 1 through 5:
1 C -0.047
2 C -0.425
3 C -0.387
4 C -0.036
5 C -0.165

This record from the OMol25 dataset describes a structure of composition C16H15ClN2O2SeTi. The level of theory is ωB97M-V/def2-TZVPD.

The geometry in ORCA input format:
```
! RIJCOSX wB97M-V def2-TZVPD def2/J DEFGRID3
* xyz 2 1
Cl -0.96 -2.19 0.87
C 2.06 -0.05 -1.28
C 1.45 1.19 -1.69
C 0.21 0.88 -2.34
H 1.91 2.17 -1.59
C 0.06 -0.55 -2.36
C 1.21 -1.12 -1.72
H 1.38 -2.19 -1.60
H 3.03 -0.16 -0.82
H -0.49 1.58 -2.80
C -1.09 -1.29 -2.96
Ti 0.05 0.27 -0.20
C -2.11 0.43 -0.05
O -3.23 0.57 0.20
C 1.32 -0.37 1.37
O 1.96 -0.74 2.27
H -2.05 -0.90 -2.63
H -1.04 -2.35 -2.69
H -1.06 -1.22 -4.06
C 1.76 2.52 3.31
N 0.38 2.12 3.53
C -0.56 2.04 2.55
Se -0.23 2.56 0.74
N -1.72 1.64 3.16
C -1.52 1.51 4.54
C -2.39 1.22 5.59
C -1.84 1.20 6.88
C -0.48 1.49 7.11
C 0.37 1.82 6.04
C -0.19 1.81 4.77
H 2.35 1.70 2.90
H 2.17 2.81 4.29
H 1.79 3.37 2.62
H -2.59 1.47 2.67
H -3.44 1.01 5.37
H -2.47 0.96 7.74
H -0.09 1.47 8.13
H 1.42 2.07 6.16
*
```

Output
**Relative energy (zero: lowest compared OMol25 entry of this formula, charge and spin)**: 0.0 kJ/mol
**Highest occupied orbital energy**: -15.274 eV
**Orbital gap**: 6.10 eV
**E_LUMO**: -9.2 eV

Results of the Löwdin charge analysis, in e, for atoms 1 through 5:
1 Cl 0.068
2 C -0.110
3 C -0.147
4 C -0.098
5 H 0.136

This record from the OMol25 dataset describes a structure of composition C7H20BiClOsSi. The level of theory is ωB97M-V/def2-TZVPD.

The geometry in ORCA input format:
```
! RIJCOSX wB97M-V def2-TZVPD def2/J DEFGRID3
* xyz 0 5
Bi 0.89 -0.92 1.51
Cl 2.09 -1.77 -0.86
C 1.80 0.73 2.76
H 1.04 1.23 3.38
H 2.25 1.43 2.04
H 2.57 0.27 3.39
Os 1.34 0.77 -1.24
C 0.35 -0.01 -2.82
C 3.34 1.08 -1.51
C 1.24 2.31 -2.30
H 3.62 2.15 -1.48
H 3.98 0.47 -0.85
H 3.49 0.73 -2.56
H -0.41 0.68 -3.23
H 1.15 -0.07 -3.59
H -0.08 -1.01 -2.67
H 1.95 3.15 -2.26
H 0.40 2.57 -2.96
C -2.73 0.61 1.52
Si -1.72 -0.94 1.21
C -2.16 -2.22 2.53
C -2.12 -1.55 -0.52
H -2.39 1.16 2.41
H -3.79 0.33 1.69
H -2.69 1.29 0.66
H -3.22 -2.49 2.41
H -1.56 -3.14 2.42
H -2.01 -1.83 3.54
H -3.09 -2.06 -0.50
H -2.17 -0.71 -1.23
H -1.36 -2.25 -0.89
*
```

Output
**Relative energy (zero: lowest compared OMol25 entry of this formula, charge and spin)**: 1.8 kJ/mol
**Highest occupied orbital energy (spin up / spin down)**: -6.744 / -7.596 eV
**Orbital gap (spin up / spin down)**: 5.82 / 5.86 eV
**E_LUMO (spin up / spin down)**: -0.9 / -1.7 eV

Results of the Löwdin charge analysis, in e, for atoms 1 through 5:
1 Bi 0.967
2 Cl -0.206
3 C -0.425
4 H -0.019
5 H -0.044

This record from the OMol25 dataset describes the ion C4H7NO2 with charge -1. The level of theory is ωB97M-V/def2-TZVPD.

The geometry in ORCA input format:
```
! RIJCOSX wB97M-V def2-TZVPD def2/J DEFGRID3
* xyz -1 2
C 1.38 1.25 0.14
N 0.50 0.17 -0.03
C 0.63 -0.68 -1.25
C -0.58 0.13 0.97
C -1.82 -0.76 0.52
O -1.94 -0.73 -0.73
O 1.05 2.16 0.94
H 2.36 1.21 -0.30
H 0.40 -1.74 -0.84
H -0.03 -0.23 -2.04
H 1.62 -0.54 -1.54
H -0.98 1.12 0.86
H -0.08 -0.13 2.05
H -2.51 -1.24 1.25
*
```

Output
**Relative energy (zero: lowest compared OMol25 entry of this formula, charge and spin)**: 199.5 kJ/mol
**Highest occupied orbital energy (spin up / spin down)**: 0.278 / -3.382 eV
**Orbital gap (spin up / spin down)**: 3.75 / 7.37 eV
**E_LUMO (spin up / spin down)**: 4.0 / 4.0 eV

Results of the Löwdin charge analysis, in e, for atoms 1 through 5:
1 C -0.315
2 N -0.163
3 C -0.081
4 C -0.196
5 C -0.462

This record from the OMol25 dataset describes a structure of composition C3F6O. The level of theory is ωB97M-V/def2-TZVPD.

The geometry in ORCA input format:
```
! RIJCOSX wB97M-V def2-TZVPD def2/J DEFGRID3
* xyz 0 1
C -0.49 -0.63 -0.18
C -0.13 0.86 -0.70
C 0.57 -0.24 0.88
O 0.82 1.02 0.28
F -1.66 -1.06 0.24
F -0.06 -1.48 -1.04
F 0.28 1.03 -1.93
F -1.25 1.59 -0.61
F 0.31 -0.07 2.21
F 1.61 -1.01 0.85
*
```

Output
**Relative energy (zero: lowest compared OMol25 entry of this formula, charge and spin)**: 0.0 kJ/mol
**Highest occupied orbital energy**: -12.407 eV
**Orbital gap**: 13.25 eV
**E_LUMO**: 0.8 eV

Results of the Löwdin charge analysis, in e, for atoms 1 through 5:
1 C -0.376
2 C -0.502
3 C -0.479
4 O 0.216
5 F 0.194

This record from the OMol25 dataset describes the ion C10H16N2O2P with charge +1. The level of theory is ωB97M-V/def2-TZVPD.

The geometry in ORCA input format:
```
! RIJCOSX wB97M-V def2-TZVPD def2/J DEFGRID3
* xyz 1 1
C -1.40 -0.14 0.10
C -2.69 0.28 0.37
C 2.61 -1.09 -0.63
C 2.03 1.25 -0.91
C 1.29 -0.90 0.08
C 0.23 -1.89 -0.10
C 3.27 0.35 -0.51
C 0.82 0.57 -0.45
C -2.12 -2.47 0.13
C -3.94 2.31 0.46
N -1.01 -1.47 0.04
N -0.48 0.77 -0.36
O -3.68 -0.23 0.88
O -2.74 1.64 -0.05
P 3.58 0.81 1.37
H 3.37 -1.74 0.01
H 2.58 -1.47 -1.63
H 2.17 2.22 -0.55
H 1.92 1.30 -2.01
H 1.53 -0.79 1.16
H 0.34 -2.92 -0.40
H 4.08 0.54 -1.17
H -2.99 -2.04 -0.41
H -1.74 -3.41 -0.29
H -2.42 -2.56 1.17
H -3.91 2.60 1.49
H -4.84 1.62 0.42
H -3.85 3.33 0.00
H -1.06 1.61 -0.51
H 4.29 1.95 0.92
H 4.76 0.01 1.37
*
```

Output
**Relative energy (zero: lowest compared OMol25 entry of this formula, charge and spin)**: 231.5 kJ/mol
**Highest occupied orbital energy**: -11.759 eV
**Orbital gap**: 7.69 eV
**E_LUMO**: -4.1 eV

Results of the Löwdin charge analysis, in e, for atoms 1 through 5:
1 C -0.159
2 C -0.413
3 C -0.173
4 C -0.154
5 C -0.234

This record from the OMol25 dataset describes a structure of composition C16H13AsIO7RhS. The level of theory is ωB97M-V/def2-TZVPD.

The geometry in ORCA input format:
```
! RIJCOSX wB97M-V def2-TZVPD def2/J DEFGRID3
* xyz 0 1
Rh 0.31 -0.20 -0.39
O 1.68 4.26 -0.81
As 0.42 2.99 -0.82
O 0.08 2.86 -2.41
O 1.32 1.66 -0.26
C -0.69 3.81 0.54
C -0.61 5.18 0.78
C -1.36 5.73 1.80
C -2.16 4.94 2.62
C -2.23 3.57 2.39
C -1.50 3.03 1.35
S -1.70 1.33 0.90
O -0.61 0.53 1.53
O -3.01 0.91 1.30
O -1.48 1.34 -0.57
H 2.07 4.26 -1.69
H 0.04 5.78 0.16
H -1.32 6.80 1.97
H -2.74 5.38 3.41
H -2.84 2.91 3.00
I -1.86 -1.54 -1.43
C -0.87 -3.38 -1.00
C -1.52 -4.56 -1.21
C -0.88 -5.77 -0.91
C 0.41 -5.76 -0.43
C 1.11 -4.55 -0.24
C 2.44 -4.52 0.22
C 3.10 -3.34 0.38
C 2.46 -2.12 0.10
C 1.15 -2.09 -0.31
C 0.45 -3.31 -0.51
H -2.53 -4.56 -1.60
H -1.40 -6.70 -1.06
H 0.91 -6.69 -0.19
H 2.94 -5.46 0.41
H 4.13 -3.33 0.72
H 3.01 -1.19 0.21
O 1.10 0.19 -2.62
H 1.78 0.83 -2.38
H 0.38 0.75 -2.97
*
```

Output
**Relative energy (zero: lowest compared OMol25 entry of this formula, charge and spin)**: 219.8 kJ/mol
**Highest occupied orbital energy (spin up / spin down)**: -8.739 / -8.737 eV
**Orbital gap (spin up / spin down)**: 6.87 / 6.76 eV
**E_LUMO (spin up / spin down)**: -1.9 / -2.0 eV

Results of the Löwdin charge analysis, in e, for atoms 1 through 5:
1 Rh 0.901
2 O -0.252
3 As 0.895
4 O -0.460
5 O -0.522

This record from the OMol25 dataset describes a cluster of 2 separate species, CH2F3PS in total. The level of theory is ωB97M-V/def2-TZVPD.

The geometry in ORCA input format:
```
! RIJCOSX wB97M-V def2-TZVPD def2/J DEFGRID3
* xyz 0 1
C -2.70 -0.07 -0.21
F -2.82 -0.49 -1.46
F -2.50 -1.11 0.55
F 1.56 0.00 -0.65
P 2.49 0.16 0.70
S -2.83 1.48 0.22
H 3.19 -0.99 0.62
H 3.61 1.02 0.24
*
```

Output
**Relative energy (zero: lowest compared OMol25 entry of this formula, charge and spin)**: 39.7 kJ/mol
**Highest occupied orbital energy**: -9.988 eV
**Orbital gap**: 9.97 eV
**E_LUMO**: 0.0 eV

Results of the Löwdin charge analysis, in e, for atoms 1 through 5:
1 C -0.933
2 F 0.069
3 F 0.098
4 F -0.473
5 P 0.751

This record from the OMol25 dataset describes a structure of composition C29H22N2O6STc. The level of theory is ωB97M-V/def2-TZVPD.

The geometry in ORCA input format:
```
! RIJCOSX wB97M-V def2-TZVPD def2/J DEFGRID3
* xyz 1 1
Tc -0.18 0.00 -0.85
O 0.19 -5.85 -2.44
C 0.08 -4.56 -2.10
C -1.08 -3.81 -2.33
C -1.08 -2.48 -1.95
N -0.01 -1.95 -1.39
C 1.10 -2.64 -1.14
C 1.19 -3.97 -1.48
C 2.19 -1.87 -0.48
O 3.25 -2.30 -0.16
O 1.93 -0.47 -0.31
C -2.27 -1.53 -2.02
O -3.34 -1.92 -2.39
O -2.02 -0.30 -1.60
H -0.61 -6.18 -2.86
H -1.97 -4.23 -2.78
H 2.08 -4.55 -1.28
S -0.36 4.55 -1.16
C -1.41 4.15 0.16
C -2.14 5.01 0.98
C -2.96 4.44 1.93
C -3.06 3.05 2.07
C -2.34 2.20 1.26
C -1.49 2.77 0.30
N -0.71 2.07 -0.61
C -0.08 2.88 -1.43
C 0.74 2.28 -2.47
C 1.37 3.00 -3.48
C 2.08 2.31 -4.45
C 2.13 0.92 -4.42
C 1.49 0.22 -3.41
C 0.79 0.88 -2.41
H -2.08 6.08 0.87
H -3.54 5.08 2.58
H -3.73 2.64 2.81
H -2.41 1.13 1.34
H 1.32 4.08 -3.51
H 2.57 2.85 -5.24
H 2.67 0.39 -5.19
H 1.55 -0.87 -3.41
C -0.44 -2.60 2.39
C -1.66 -2.46 1.51
O -1.70 -1.14 0.94
H -0.42 -3.59 2.84
H -0.44 -1.86 3.18
H 0.49 -2.49 1.82
H -2.57 -2.63 2.08
H -1.64 -3.21 0.70
H -2.58 -1.00 0.56
C 0.94 -0.01 0.61
C 1.37 0.29 1.94
C 2.71 0.12 2.32
C 3.10 0.46 3.61
C 2.17 0.96 4.51
C 0.84 1.12 4.14
C 0.44 0.79 2.86
H 3.43 -0.27 1.62
H 4.13 0.34 3.91
H 2.48 1.22 5.51
H 0.12 1.51 4.85
H -0.59 0.90 2.56
*
```

Output
**Relative energy (zero: lowest compared OMol25 entry of this formula, charge and spin)**: 91.4 kJ/mol
**Highest occupied orbital energy**: -11.233 eV
**Orbital gap**: 7.21 eV
**E_LUMO**: -4.0 eV

Results of the Löwdin charge analysis, in e, for atoms 1 through 5:
1 Tc 1.519
2 O 0.120
3 C -0.257
4 C 0.110
5 C -0.152

This record from the OMol25 dataset describes a cluster of 2 separate species, C3HCl5N in total. The level of theory is ωB97M-V/def2-TZVPD.

The geometry in ORCA input format:
```
! RIJCOSX wB97M-V def2-TZVPD def2/J DEFGRID3
* xyz 1 1
C 2.02 0.04 -0.06
C -0.20 -0.67 0.78
C -0.91 -1.16 -0.24
N 1.01 -0.25 0.40
Cl -1.03 1.76 -0.82
Cl -0.43 -0.60 2.45
Cl -2.42 -1.78 0.21
Cl -0.39 -1.20 -1.86
Cl -0.66 3.62 -0.38
H 3.01 0.24 -0.47
*
```

Output
**Relative energy (zero: lowest compared OMol25 entry of this formula, charge and spin)**: 26.6 kJ/mol
**Highest occupied orbital energy**: -13.889 eV
**Orbital gap**: 8.43 eV
**E_LUMO**: -5.5 eV

Results of the Löwdin charge analysis, in e, for atoms 1 through 5:
1 C 0.317
2 C -0.931
3 C -1.175
4 N 0.027
5 Cl 0.099

This record from the OMol25 dataset describes a cluster of 2 separate species, C33H18BF9O in total. The level of theory is ωB97M-V/def2-TZVPD.

The geometry in ORCA input format:
```
! RIJCOSX wB97M-V def2-TZVPD def2/J DEFGRID3
* xyz 0 1
F 3.98 -2.22 1.10
C 3.58 -3.04 2.14
C 2.43 -3.80 1.98
C 2.09 -4.66 3.00
F 0.93 -5.38 2.84
C 2.87 -4.84 4.16
B 2.69 -6.00 5.14
C 1.30 -6.57 5.38
C 0.28 -5.95 6.10
F 0.52 -4.75 6.73
C -0.99 -6.49 6.19
C -1.24 -7.69 5.53
F -2.50 -8.25 5.62
C -0.26 -8.37 4.81
C 1.00 -7.80 4.77
F 2.00 -8.45 4.10
C 3.87 -6.54 5.95
C 3.78 -6.58 7.35
F 2.73 -5.96 7.97
C 4.75 -7.16 8.14
C 5.85 -7.72 7.50
F 6.81 -8.36 8.27
C 6.05 -7.65 6.12
C 5.04 -7.05 5.38
F 5.21 -6.93 4.03
H 1.51 -1.78 7.55
C 3.93 -3.92 4.31
F 4.60 -3.84 5.50
C 4.31 -3.04 3.32
H 1.81 -3.73 1.08
H -1.76 -5.98 6.76
H -0.46 -9.31 4.29
H 4.64 -7.17 9.22
H 6.95 -8.04 5.65
H 5.15 -2.38 3.47
C -3.97 1.10 7.63
C -3.82 -0.23 8.03
C -2.56 -0.74 8.33
C -1.41 0.12 8.30
C -0.07 -0.33 8.70
O 0.95 0.57 8.43
C 2.28 0.25 8.68
C 2.65 -1.06 9.03
C 4.01 -1.41 9.09
C 4.97 -0.49 8.72
C 4.59 0.76 8.22
C 3.25 1.16 8.22
C 1.59 -2.03 8.60
C 0.26 -1.59 9.09
C -1.57 1.39 7.71
C -2.83 1.90 7.43
H -4.96 1.50 7.41
H -4.70 -0.88 8.13
H -2.41 -1.78 8.63
H 4.28 -2.41 9.41
H 6.01 -0.78 8.71
H 5.35 1.44 7.87
H 2.95 2.09 7.77
H 1.83 -3.09 8.72
H -0.49 -2.31 9.45
H -0.68 2.00 7.53
H -2.92 2.93 7.07
*
```

Output
**Relative energy (zero: lowest compared OMol25 entry of this formula, charge and spin)**: 26.0 kJ/mol
**Highest occupied orbital energy**: -7.837 eV
**Orbital gap**: 7.04 eV
**E_LUMO**: -0.8 eV

Results of the Löwdin charge analysis, in e, for atoms 1 through 5:
1 F 0.048
2 C -0.204
3 C 0.071
4 C -0.166
5 F 0.081

This record from the OMol25 dataset describes a cluster of 11 separate species, C6H27NO10 in total. The level of theory is ωB97M-V/def2-TZVPD.

The geometry in ORCA input format:
```
! RIJCOSX wB97M-V def2-TZVPD def2/J DEFGRID3
* xyz 0 1
C -2.13 -0.51 -1.76
C -1.46 0.55 -2.31
N -0.27 0.67 -1.66
C -0.17 -0.27 -0.68
C -1.31 -1.05 -0.72
C -1.64 -2.20 0.12
C -0.76 -3.05 0.65
H -3.12 -0.87 -2.01
H -1.75 1.20 -3.11
H 0.43 1.39 -1.80
H 0.68 -0.29 -0.02
H -2.70 -2.36 0.28
H -1.02 -3.90 1.26
H 0.30 -2.96 0.49
H -0.17 -3.25 -2.26
H 0.04 -1.80 -2.64
O 0.48 -2.67 -2.68
H 2.46 1.49 -0.08
H 3.12 2.28 -1.24
O 2.32 1.78 -1.03
H -1.07 -2.18 3.14
H -1.63 -0.83 2.62
O -1.05 -1.23 3.30
H 1.19 3.06 -0.40
H 0.51 3.42 0.95
O 0.55 3.67 0.01
H 1.51 -1.76 2.01
H 2.44 -1.84 0.79
O 2.41 -1.55 1.74
H 2.84 -1.13 -1.34
H 1.87 -2.30 -1.62
O 2.53 -1.97 -0.96
H -2.06 0.16 0.38
H -2.97 1.04 1.22
O -2.29 0.36 1.31
H 1.69 1.35 1.95
H 2.64 0.21 1.74
O 2.56 1.17 1.52
H 0.08 0.86 3.21
H -0.79 1.15 2.01
O -0.02 1.51 2.50
H -1.00 3.43 -0.67
H -2.20 4.14 -1.38
O -1.89 3.29 -1.07
*
```

Output
**Relative energy (zero: lowest compared OMol25 entry of this formula, charge and spin)**: 0.0 kJ/mol
**Highest occupied orbital energy**: -8.810 eV
**Orbital gap**: 9.19 eV
**E_LUMO**: 0.4 eV

Results of the Löwdin charge analysis, in e, for atoms 1 through 5:
1 C -0.049
2 C -0.102
3 N 0.068
4 C -0.093
5 C -0.337